This record from the Open Molecules 2025 dataset describes a molecular structure, C43H54F19N3O5 in a non-equilibrium geometry. The level of theory is ωB97M-V with the def2-TZVPD basis set.

Structure (XYZ):
```
124
Properties=species:S:1:pos:R:3:mulliken_charge:R:1
C -8.0769 2.4054 1.9439 -1.459
C -7.4202 1.6465 0.7840 -0.020
C -7.3948 0.1095 0.9957 -0.782
C -5.9747 -0.4361 1.1817 -0.354
O -5.6128 -1.3232 0.0922 -0.385
C -4.2744 -1.6161 0.2154 0.753
N -3.4329 -0.7375 -0.2131 -0.505
C -2.1376 -1.1182 -0.0089 -0.160
C -1.1174 -0.2424 -0.3885 0.069
O -1.4181 0.9790 -0.9604 -0.707
C -1.3133 0.9595 -2.3880 -0.240
C 0.0620 1.3896 -2.9182 1.191
C -0.1401 1.7070 -4.4059 -2.207
C 0.6281 2.5905 -2.1566 -1.181
C 2.0107 3.0429 -2.6263 1.162
C 3.1454 2.1058 -2.1058 -1.233
C 2.3413 4.4623 -2.1209 -1.925
C 0.1628 -0.5507 -0.1997 0.914
C 0.5661 -1.7839 0.3644 0.351
C 2.0471 -2.0256 0.5379 -1.128
C 2.8455 -0.7863 1.0164 -0.713
C 3.5999 -1.0124 2.3544 -0.360
C 3.6984 0.3423 3.0362 -0.237
C 4.7654 1.1689 2.8364 -0.371
C 4.7936 2.3886 3.4393 -0.782
C 3.7859 2.8214 4.2396 -0.422
C 2.7112 1.9949 4.4516 -0.729
C 2.6909 0.7773 3.8461 0.166
C -0.3912 -2.6523 0.7353 -0.340
N -0.0558 -3.9057 1.3122 -0.318
C 0.3113 -3.8593 2.7330 -0.472
C -0.7697 -3.3048 3.6938 -0.313
C -0.5557 -1.7998 3.9855 -0.808
C -1.7596 -2.3275 0.5577 0.390
N -2.6989 -3.2218 0.9778 -0.363
C -3.9380 -2.8532 0.8202 0.316
C -5.0040 -3.8168 1.3155 -1.102
O -5.3201 -4.8638 0.3829 -0.373
C -6.0717 -4.4961 -0.6818 0.957
F -7.1156 -3.7256 -0.3743 -0.227
F -5.3319 -3.9137 -1.6418 -0.238
F -6.5670 -5.6282 -1.2286 -0.296
H -8.4002 3.3822 1.5719 0.371
H -7.3961 2.5589 2.7815 0.322
H -8.9886 1.8943 2.2637 0.380
H -7.9394 1.8061 -0.1619 0.169
H -6.3993 2.0206 0.6678 0.202
H -7.8475 -0.4172 0.1539 0.367
H -7.9480 -0.1308 1.9073 0.372
H -5.8533 -1.0184 2.1080 0.272
H -5.2770 0.4034 1.2511 0.367
H -1.6336 0.0064 -2.8228 0.507
H -2.0248 1.7117 -2.7536 -0.579
H 0.7730 0.5599 -2.8202 0.365
H -0.9275 2.4532 -4.5453 0.708
H -0.4330 0.8047 -4.9526 0.396
H 0.7651 2.0825 -4.8840 0.459
H -0.0388 3.4606 -2.2381 0.387
H 0.7022 2.3442 -1.0915 0.282
H 2.1039 3.0973 -3.7122 0.161
H 3.8145 1.9070 -2.9501 0.261
H 3.7566 2.5962 -1.3472 0.453
H 2.7676 1.1391 -1.7634 0.087
H 2.1670 4.5511 -1.0462 0.364
H 3.3854 4.6917 -2.3496 0.479
H 1.7361 5.1911 -2.6710 0.435
H 0.9247 0.1620 -0.4810 -0.207
H 2.4853 -2.4172 -0.3858 0.375
H 2.1935 -2.8029 1.2843 0.585
H 3.5916 -0.5064 0.2662 0.217
H 2.2258 0.0999 1.1630 0.697
H 4.6194 -1.3696 2.2010 0.204
H 3.0295 -1.6383 3.0457 0.179
H 5.5905 0.8765 2.1962 0.622
H 5.6304 3.0631 3.2865 0.374
H 3.7953 3.7824 4.7394 0.394
H 1.8981 2.3283 5.0842 0.417
H 1.8238 0.1390 4.0051 0.256
H -0.7689 -4.6022 1.1490 0.505
H 1.2555 -3.3403 2.9080 -0.171
H 0.4808 -4.9003 3.0313 0.580
H -1.7851 -3.5290 3.3680 0.020
H -0.6279 -3.8406 4.6395 0.468
H -1.4848 -1.3691 4.3648 0.387
H 0.2127 -1.7134 4.7601 0.370
H -0.1772 -1.2540 3.1187 -0.036
H -5.8852 -3.3060 1.7038 0.400
H -4.5517 -4.3195 2.1701 0.371
C -4.6883 2.8150 -3.1019 -0.676
C -6.1654 3.1567 -3.4031 0.750
C -6.9776 2.2208 -4.3127 0.122
F -6.4266 2.0019 -5.5164 -0.235
F -8.1942 2.7770 -4.5354 -0.275
F -6.2322 4.4345 -3.8359 -0.286
F -6.8049 3.1295 -2.1980 -0.267
O -3.6216 3.3816 -3.8798 -0.395
C -3.2362 2.8807 -5.1128 0.892
C -3.5946 3.7992 -6.2957 0.156
F -4.8714 4.2129 -6.2667 -0.238
F -3.4037 3.1340 -7.4583 -0.264
F -3.6855 1.6204 -5.2632 -0.314
F -1.8869 2.7977 -5.0853 -0.387
H -4.5134 3.2439 -2.1155 0.392
H -4.5466 1.7408 -2.9768 0.393
H -7.1347 1.2561 -3.8224 0.271
H -2.9555 4.6849 -6.2835 0.243
C 10.5430 -2.7951 1.2471 -0.727
C 9.6471 -2.4039 0.0528 0.912
C 9.2273 -0.9355 -0.1167 0.090
F 8.6201 -0.4082 0.9598 -0.183
F 8.3475 -0.8483 -1.1440 -0.268
F 8.5685 -3.2166 0.0390 -0.262
F 10.3644 -2.7057 -1.0682 -0.322
O 9.9689 -3.2750 2.4685 -0.404
C 9.4413 -2.4238 3.4250 0.813
C 7.9082 -2.4897 3.5273 0.201
F 7.3079 -2.3973 2.3279 -0.184
F 7.4568 -1.4705 4.2925 -0.289
F 9.9046 -1.1718 3.2390 -0.283
F 9.9289 -2.8340 4.6145 -0.300
H 11.1007 -3.6601 0.8898 0.391
H 11.2937 -2.0298 1.4467 0.348
H 10.0941 -0.3169 -0.3643 0.230
H 7.6023 -3.4340 3.9829 0.246
```

## Properties
multiplicity = 1
HOMO-LUMO gap = 7.81 eV
energy = -4108.72877 Ha
maximum force = 8.46 eV Å⁻¹



This record from the Open Molecules 2025 dataset describes a molecular structure, C5H8N2 in a non-equilibrium geometry. The level of theory is ωB97M-V with the def2-TZVPD basis set.

Structure (XYZ):
```
15
Properties=species:S:1:pos:R:3:nbo_charge:R:1
C -1.9483 -0.9975 0.5384 -0.671
C -1.0605 -0.3441 -0.4718 0.161
C -0.3994 0.9352 -0.2839 -0.301
N 0.5352 0.0762 0.3713 -0.528
C 1.9149 0.6390 0.3968 -0.315
C 2.3883 -0.2744 -0.6189 0.281
N 2.6775 -1.0152 -1.4584 -0.366
H -1.9214 -0.4839 1.5009 0.234
H -1.6040 -2.0278 0.6579 0.247
H -2.9938 -1.0574 0.1912 0.239
H -1.1082 -0.7780 -1.4751 0.215
H -0.0681 1.3844 -1.2328 0.178
H -0.8162 1.6362 0.4260 0.171
H 1.9970 1.6942 0.0568 0.217
H 2.4070 0.6131 1.4015 0.239
```

## Properties
multiplicity = 1
HOMO-LUMO gap (spin up / spin down) = 8.34 / 8.34 eV
energy = -304.66800 Ha
maximum force = 3.05 eV Å⁻¹



This record from the Open Molecules 2025 dataset describes a molecular structure, C18H18F5O2TcTe in a non-equilibrium geometry. The level of theory is ωB97M-V with the def2-TZVPD basis set.

Structure (XYZ):
```
45
Properties=species:S:1:pos:R:3:mulliken_charge:R:1
C 0.7396 -1.4429 2.9868 -0.503
C -0.5627 -1.8192 2.5168 0.205
C -0.4432 -2.1877 1.1241 -0.861
H -1.4526 -1.8630 3.1301 0.471
C 0.9351 -2.0110 0.7285 -0.191
C 1.6726 -1.5503 1.8829 -0.223
H 2.7387 -1.3739 1.9288 0.542
H 0.9704 -1.2117 4.0177 0.588
H -1.2545 -2.5100 0.4866 0.459
H 1.3423 -2.1878 -0.2645 0.463
C -0.6347 2.0275 1.6431 -0.518
C -0.3234 1.3920 2.9095 0.306
C 1.1039 1.2084 2.9677 -0.360
H -1.0104 1.1502 3.7625 0.244
C 1.6579 1.5580 1.6895 -0.104
C 0.5848 2.0856 0.8773 -0.559
H 0.6937 2.4184 -0.1472 0.462
H -1.6137 2.3758 1.3080 0.494
H 1.6663 0.9368 3.8507 0.610
H 2.7043 1.4972 1.4156 0.473
Tc 0.2105 -0.0501 1.4579 -0.108
O 0.0392 -0.2116 -2.2729 -0.316
C -1.1551 -0.8519 -2.7687 -0.457
C 0.1473 -0.9804 -3.5374 -0.088
H -1.4761 -1.7181 -2.1891 0.230
H -1.9164 -0.1954 -3.2006 0.291
H 0.6709 -1.9402 -3.4400 0.387
H 1.1414 -1.9432 -5.8510 0.315
C 0.8474 -0.8968 -5.9473 -0.508
C 0.3324 -0.2425 -4.7977 0.598
C -0.0563 1.1098 -4.9094 -0.342
H -0.4524 1.6337 -4.0341 0.292
C 0.0903 1.7865 -6.1228 -0.559
H -0.1852 2.8429 -6.1841 0.361
C 0.5892 1.1255 -7.2544 -0.434
H 0.6965 1.6578 -8.2025 0.371
C 0.9572 -0.2259 -7.1638 -0.511
H 1.3344 -0.7555 -8.0409 0.371
F -0.3952 -1.2254 6.8075 -0.422
Te -1.6092 0.1957 6.4491 2.040
F -3.0325 -1.0545 6.5373 -0.410
F -1.7940 0.3822 8.3420 -0.380
F -2.8526 1.6246 6.3312 -0.413
F -0.1519 1.4091 6.5769 -0.450
O -1.4941 0.0317 4.6004 -0.854
```

## Properties
total charge = +1
multiplicity = 4
HOMO-LUMO gap (spin up / spin down) = 6.93 / 4.14 eV
energy = -1694.88983 Ha
maximum force = 2.78 eV Å⁻¹



This record from the Open Molecules 2025 dataset describes 3 unconnected molecules or ions with the total composition C10H28BN4O7S2 in a non-equilibrium geometry. The level of theory is ωB97M-V with the def2-TZVPD basis set.

Structure (XYZ):
```
52
Properties=species:S:1:pos:R:3:nbo_charge:R:1
N 1.7660 -2.1169 -0.4705 -1.109
B 0.7507 -1.9968 -1.4843 1.126
O -0.0177 -3.0556 -1.8746 -0.882
N 0.5573 -0.6814 -2.1398 -0.664
C -0.8503 -0.2251 -2.1240 -0.219
C -1.1916 0.3828 -0.7940 -0.453
C -0.2239 1.4760 -0.4042 -0.227
N 1.1179 1.3659 -1.0582 -0.565
C 1.4273 0.2698 -1.7485 0.737
N 2.6925 0.1628 -2.1159 -0.750
H 1.6228 -1.4685 0.3004 0.404
H 1.6729 -3.0298 -0.0343 0.407
H -0.5605 -3.3452 -1.1240 0.509
H -1.0421 0.4933 -2.9076 0.217
H -1.4935 -1.0611 -2.3103 0.246
H -1.2780 -0.3430 0.0022 0.210
H -2.1718 0.8230 -0.8800 0.273
H -0.6525 2.4182 -0.6923 0.226
H -0.1070 1.5052 0.6662 0.225
H 1.8307 1.4251 -0.3406 0.422
H 3.2582 0.9904 -2.1978 0.426
H 3.1283 -0.7253 -2.3009 0.435
O 3.4389 -1.5451 2.1763 -0.973
S 4.3164 -2.6824 2.1072 2.391
O 3.8134 -3.9920 2.3692 -0.927
O 5.5928 -2.4096 2.9997 -0.717
C 5.3908 -2.0319 4.3840 -0.078
C 5.0285 -3.2145 5.2591 -0.643
C 5.1435 -2.6867 0.5534 -0.890
H 4.6395 -1.2435 4.4436 0.197
H 6.3383 -1.6046 4.7027 0.204
H 4.0438 -3.6075 5.0098 0.224
H 5.0197 -2.9134 6.3059 0.227
H 5.7476 -4.0222 5.1285 0.224
H 5.5562 -1.6980 0.3732 0.247
H 4.4032 -2.9367 -0.2031 0.249
H 5.9267 -3.4390 0.5796 0.265
O -3.7703 2.6978 -0.5322 -0.981
S -4.7316 3.6982 -0.9089 2.393
O -5.5260 4.3326 0.0886 -0.917
O -5.6704 3.0969 -2.0379 -0.720
C -6.3282 1.8367 -1.7746 -0.076
C -7.5233 1.9880 -0.8554 -0.643
C -3.9529 4.9278 -1.8983 -0.886
H -5.6065 1.1209 -1.3771 0.189
H -6.6473 1.4728 -2.7487 0.201
H -7.2178 2.2731 0.1503 0.228
H -8.0668 1.0457 -0.7923 0.224
H -8.1952 2.7607 -1.2263 0.225
H -3.3789 4.4406 -2.6813 0.245
H -3.2992 5.4999 -1.2438 0.255
H -4.7205 5.5711 -2.3185 0.265
```

## Properties
total charge = +1
multiplicity = 1
HOMO-LUMO gap = 10.12 eV
energy = -1964.64154 Ha
maximum force = 1.65 eV Å⁻¹



Please write out number 4 again, unchanged.
This record from the Open Molecules 2025 dataset describes 3 unconnected molecules or ions with the total composition C10H28BN4O7S2 in a non-equilibrium geometry. The level of theory is ωB97M-V with the def2-TZVPD basis set.

Structure (XYZ):
```
52
Properties=species:S:1:pos:R:3:nbo_charge:R:1
N 1.7660 -2.1169 -0.4705 -1.109
B 0.7507 -1.9968 -1.4843 1.126
O -0.0177 -3.0556 -1.8746 -0.882
N 0.5573 -0.6814 -2.1398 -0.664
C -0.8503 -0.2251 -2.1240 -0.219
C -1.1916 0.3828 -0.7940 -0.453
C -0.2239 1.4760 -0.4042 -0.227
N 1.1179 1.3659 -1.0582 -0.565
C 1.4273 0.2698 -1.7485 0.737
N 2.6925 0.1628 -2.1159 -0.750
H 1.6228 -1.4685 0.3004 0.404
H 1.6729 -3.0298 -0.0343 0.407
H -0.5605 -3.3452 -1.1240 0.509
H -1.0421 0.4933 -2.9076 0.217
H -1.4935 -1.0611 -2.3103 0.246
H -1.2780 -0.3430 0.0022 0.210
H -2.1718 0.8230 -0.8800 0.273
H -0.6525 2.4182 -0.6923 0.226
H -0.1070 1.5052 0.6662 0.225
H 1.8307 1.4251 -0.3406 0.422
H 3.2582 0.9904 -2.1978 0.426
H 3.1283 -0.7253 -2.3009 0.435
O 3.4389 -1.5451 2.1763 -0.973
S 4.3164 -2.6824 2.1072 2.391
O 3.8134 -3.9920 2.3692 -0.927
O 5.5928 -2.4096 2.9997 -0.717
C 5.3908 -2.0319 4.3840 -0.078
C 5.0285 -3.2145 5.2591 -0.643
C 5.1435 -2.6867 0.5534 -0.890
H 4.6395 -1.2435 4.4436 0.197
H 6.3383 -1.6046 4.7027 0.204
H 4.0438 -3.6075 5.0098 0.224
H 5.0197 -2.9134 6.3059 0.227
H 5.7476 -4.0222 5.1285 0.224
H 5.5562 -1.6980 0.3732 0.247
H 4.4032 -2.9367 -0.2031 0.249
H 5.9267 -3.4390 0.5796 0.265
O -3.7703 2.6978 -0.5322 -0.981
S -4.7316 3.6982 -0.9089 2.393
O -5.5260 4.3326 0.0886 -0.917
O -5.6704 3.0969 -2.0379 -0.720
C -6.3282 1.8367 -1.7746 -0.076
C -7.5233 1.9880 -0.8554 -0.643
C -3.9529 4.9278 -1.8983 -0.886
H -5.6065 1.1209 -1.3771 0.189
H -6.6473 1.4728 -2.7487 0.201
H -7.2178 2.2731 0.1503 0.228
H -8.0668 1.0457 -0.7923 0.224
H -8.1952 2.7607 -1.2263 0.225
H -3.3789 4.4406 -2.6813 0.245
H -3.2992 5.4999 -1.2438 0.255
H -4.7205 5.5711 -2.3185 0.265
```

## Properties
total charge = +1
multiplicity = 1
HOMO-LUMO gap = 10.12 eV
energy = -1964.64154 Ha
maximum force = 1.65 eV Å⁻¹